## w
C19H19N3O4S in the gas phase. Source: the OMol25 dataset; level of theory: ωB97M-V/def2-TZVPD.

The value obtained for the LUMO energy is 0.02572 hartree. The spin multiplicity is 1.

CARTESIAN COORDINATES (ANGSTROEM)
C1 2.76 -0.82 -0.94
O1 2.32 0.47 -0.58
C2 2.15 0.77 0.74
C3 2.31 -0.17 1.76
C4 2.12 0.17 3.09
C5 1.76 1.45 3.43
C6 1.59 2.39 2.43
C7 1.78 2.08 1.09
O2 1.59 3.15 0.25
C8 1.55 3.01 -1.15
C9 0.29 2.30 -1.66
O3 0.20 1.84 -2.78
N1 -0.69 2.24 -0.72
N2 -2.02 1.97 -0.99
C10 -2.48 0.92 -1.53
S1 -4.21 1.00 -1.88
C11 -4.18 -0.59 -2.75
C12 -2.80 -1.17 -2.54
O4 -2.48 -2.28 -2.89
N3 -1.96 -0.30 -1.90
C13 -0.66 -0.82 -1.49
C14 -0.74 -1.46 -0.13
C15 -0.84 -0.68 1.02
C16 -0.91 -1.28 2.27
C17 -0.88 -2.66 2.38
C18 -0.79 -3.44 1.24
C19 -0.72 -2.84 -0.01
H1 2.83 -0.81 -2.03
H2 3.75 -1.02 -0.52
H3 2.06 -1.59 -0.62
H4 2.59 -1.18 1.51
H5 2.26 -0.59 3.85
H6 1.60 1.73 4.46
H7 1.31 3.41 2.67
H8 2.43 2.50 -1.56
H9 1.53 4.03 -1.54
H10 -0.61 2.88 0.06
H11 -4.94 -1.26 -2.35
H12 -4.37 -0.43 -3.81
H13 0.07 -0.01 -1.50
H14 -0.39 -1.56 -2.24
H15 -0.86 0.39 0.95
H16 -0.98 -0.67 3.15
H17 -0.93 -3.13 3.35
H18 -0.77 -4.52 1.32
H19 -0.66 -3.45 -0.90

=====

## x
C19H19N3O4S in the gas phase. Source: the OMol25 dataset; level of theory: ωB97M-V/def2-TZVPD.

The value obtained for the LUMO energy is 0.01548 hartree. The spin multiplicity is 1.

CARTESIAN COORDINATES (ANGSTROEM)
C1 -8.17 -0.25 0.53
O1 -7.39 0.24 -0.54
C2 -6.07 0.49 -0.32
C3 -5.42 0.33 0.90
C4 -4.07 0.62 1.00
C5 -3.35 1.09 -0.09
C6 -1.88 1.38 0.04
C7 -1.09 0.12 0.04
N1 -1.45 -0.98 0.58
N2 -0.58 -1.97 0.47
C8 0.50 -1.65 -0.15
N3 1.49 -2.54 -0.42
C9 2.83 -2.32 -0.68
O2 3.51 -3.23 -1.11
C10 3.36 -0.97 -0.41
C11 4.21 -0.38 -1.34
C12 4.77 0.86 -1.13
C13 4.51 1.52 0.07
O3 5.00 2.74 0.41
C14 5.85 3.41 -0.50
C15 3.70 0.93 1.03
C16 3.12 -0.31 0.81
O4 2.33 -0.96 1.70
C17 2.02 -0.33 2.92
S1 0.50 0.02 -0.73
C18 -4.01 1.25 -1.30
C19 -5.35 0.96 -1.42
H1 -8.21 0.47 1.36
H2 -9.17 -0.38 0.13
H3 -7.80 -1.21 0.90
H4 -5.94 -0.04 1.77
H5 -3.57 0.48 1.95
H6 -1.69 1.91 0.98
H7 -1.54 2.02 -0.78
H8 1.21 -3.51 -0.39
H9 4.40 -0.91 -2.26
H10 5.41 1.29 -1.88
H11 6.11 4.35 -0.02
H12 5.34 3.61 -1.45
H13 6.76 2.83 -0.69
H14 3.54 1.47 1.95
H15 2.91 -0.16 3.53
H16 1.51 0.63 2.76
H17 1.34 -1.01 3.44
H18 -3.47 1.61 -2.16
H19 -5.87 1.08 -2.36

=====

w (44.8 kJ/mol below the next structure)

=====

## w
2 unconnected molecules or ions with the total composition C6H6N2S3. Source: the OMol25 dataset; level of theory: ωB97M-V/def2-TZVPD.

The value obtained for the LUMO energy (alpha / beta) is -0.08733 / -0.08734 hartree. The spin multiplicity is 1.

CARTESIAN COORDINATES (ANGSTROEM)
C1 4.33 -0.10 -0.51
C2 3.26 -0.66 -0.51
C3 0.36 1.14 -0.48
C4 -1.64 -1.06 -0.73
C5 -0.52 0.80 0.52
C6 -1.76 -0.04 0.33
N1 1.16 1.39 -1.23
N2 2.07 -1.19 -0.65
S1 -2.49 -2.44 -0.66
S2 -3.18 1.14 -0.11
S3 1.23 -1.50 0.72
H1 5.22 0.35 -0.32
H2 -1.01 -0.95 -1.57
H3 -0.05 1.02 1.51
H4 -1.93 -0.60 1.21
H5 1.81 -1.65 -1.56
H6 -4.02 0.08 -0.02

=====

## x
C6H6N2S3 in the gas phase. Source: the OMol25 dataset; level of theory: ωB97M-V/def2-TZVPD.

The value obtained for the LUMO energy (alpha / beta) is -0.05045 / -0.05035 hartree. The spin multiplicity is 1.

CARTESIAN COORDINATES (ANGSTROEM)
C1 2.62 0.99 -2.21
C2 2.41 0.72 -1.05
C3 -0.37 -0.70 1.75
C4 -1.50 0.80 -0.09
C5 -0.50 -1.27 0.59
C6 -0.94 -0.42 -0.55
N1 -0.57 -0.36 2.89
N2 2.15 0.70 0.33
S1 -0.84 1.86 0.94
S2 -1.92 -1.38 -1.87
S3 1.30 1.64 1.20
H1 3.05 0.88 -3.16
H2 -2.65 1.08 -0.39
H3 0.09 -2.19 0.41
H4 -0.06 -0.23 -1.08
H5 0.08 0.32 3.31
H6 -2.36 -2.45 -1.03

=====

w (77.3 kJ/mol below the next structure)

=====

## w
C6H8N2 in the gas phase. Source: the OMol25 dataset; level of theory: ωB97M-V/def2-TZVPD.

The value obtained for the LUMO energy is 0.03423 hartree. The spin multiplicity is 1.

CARTESIAN COORDINATES (ANGSTROEM)
C1 -1.61 0.23 -0.75
C2 -0.58 -0.44 -0.34
C3 0.14 -1.80 -0.37
C4 1.56 -1.36 -0.15
N1 1.57 -0.12 0.69
C5 0.44 0.60 0.30
N2 -0.18 1.72 0.59
C6 -1.56 1.54 0.07
H1 -2.66 -0.17 -0.98
H2 -0.08 -2.31 -1.32
H3 0.05 -2.30 0.51
H4 1.84 -1.35 -1.22
H5 2.29 -2.13 0.31
H6 2.35 0.61 0.62
H7 -2.18 1.27 0.95
H8 -1.73 2.61 -0.44

=====

## x
A molecular structure, C6H8N2. Source: the OMol25 dataset; level of theory: ωB97M-V/def2-TZVPD.

The value obtained for the LUMO energy is 0.02441 hartree. The spin multiplicity is 1.

CARTESIAN COORDINATES (ANGSTROEM)
C1 -1.78 0.06 -0.01
C2 -0.78 1.31 -0.09
C3 0.56 0.76 -0.16
C4 2.00 1.06 0.08
C5 1.58 -1.12 -0.20
C6 -0.67 -1.22 0.18
H1 -2.53 -0.24 0.73
H2 -2.19 -0.09 -1.00
H3 -0.71 2.14 0.81
H4 -1.14 1.71 -1.39
H5 2.51 1.98 0.68
H6 1.61 -2.14 -0.43
H7 -1.03 -2.16 -0.32
H8 -0.47 -1.44 1.33
N1 2.59 -0.16 -0.04
N2 0.44 -0.46 -0.18

=====

w (179.3 kJ/mol below the next structure)